{
  "formula": "C11H36ClO11",
  "method": "ωB97M-V/def2-TZVPD",
  "elements": ["Cl", "O", "O", "O", "O", "C", "C", "O", "H", "H", "H", "H", "H", "H", "C", "C", "O", "H", "H", "H", "H", "H", "H", "C", "C", "O", "H", "H", "H", "H", "H", "H", "C", "C", "O", "H", "H", "H", "H", "H", "H", "C", "O", "H", "H", "H", "H", "C", "O", "H", "H", "H", "H", "C", "O", "H", "H", "H", "H"],
  "positions_angstrom": [[0.96063, -0.89567, 1.32073], [0.86354, -0.92502, -0.12974], [0.95225, 0.45843, 1.73497], [-0.26151, -1.47890, 1.81898], [2.07140, -1.62814, 1.85042], [-6.32882, 1.38215, 3.16120], [-6.01309, -0.05890, 3.01513], [-6.98017, -0.89492, 3.55073], [-7.34162, 1.66156, 2.87092], [-5.69804, 2.03430, 2.55712], [-6.23781, 1.69468, 4.20146], [-5.00697, -0.36046, 3.30648], [-6.06222, -0.30130, 1.95357], [-6.56065, -1.75742, 3.59192], [7.13880, 4.25240, -0.81602], [5.92798, 3.46193, -0.28333], [4.84816, 4.42570, -0.22376], [8.13924, 3.91571, -0.54422], [7.20928, 5.27977, -0.45877], [7.12447, 4.23906, -1.90585], [6.08983, 2.99219, 0.68685], [5.75029, 2.66840, -1.00916], [4.07252, 3.93406, 0.05603], [-1.28287, -6.32064, -0.95961], [-2.42053, -5.70342, -1.76530], [-3.06529, -4.79835, -0.90375], [-0.82720, -7.04698, -1.63259], [-1.65058, -6.79012, -0.04721], [-0.51647, -5.56055, -0.80796], [-3.13713, -6.38629, -2.22168], [-2.03376, -5.05566, -2.55201], [-2.71760, -3.90402, -0.93311], [5.30168, -2.32199, -3.09042], [4.46230, -3.55732, -2.86481], [3.18033, -3.24610, -3.33533], [6.28584, -2.55286, -2.68271], [4.72030, -1.44423, -2.80820], [5.41738, -2.13233, -4.15753], [4.52728, -3.72283, -1.78942], [4.92002, -4.44902, -3.29319], [2.64378, -2.89500, -2.62089], [-1.10726, 2.22411, 6.41384], [0.22281, 1.69061, 6.62105], [-1.05764, 2.84440, 5.51892], [-1.78403, 1.37349, 6.33311], [-1.51887, 2.87869, 7.18206], [0.37379, 1.10676, 5.87412], [0.01298, 4.20673, -2.25703], [-0.73817, 3.70494, -1.16185], [-0.67480, 4.62788, -2.99030], [0.66713, 4.97687, -1.84828], [0.61452, 3.38185, -2.63894], [-0.24279, 3.15881, -0.54709], [-3.94277, 0.92582, -3.24429], [-4.32967, 2.07082, -2.48244], [-4.75731, 0.28756, -3.58670], [-3.59067, 1.42580, -4.14659], [-3.11866, 0.46813, -2.69707], [-3.49355, 2.43483, -2.18245]],
  "atomic_forces_ev_per_a": [[-2.7, -0.9, -0.6], [1.1, -0.3, -0.1], [1.0, 1.9, 0.6], [-0.2, -0.7, 0.4], [0.8, 0.1, -0.4], [-0.2, 1.2, 0.8], [0.6, -0.3, -2.5], [-0.9, -0.7, 1.6], [-0.2, -0.5, -0.1], [0.3, -0.3, 0.0], [0.1, 0.1, 0.1], [0.1, 0.4, 0.5], [0.5, 0.3, -0.6], [-0.3, -0.2, 0.1], [0.5, 0.0, 0.1], [0.6, 1.2, -0.4], [0.5, -0.9, -0.1], [-0.2, -0.9, 0.2], [-0.7, 0.1, -0.1], [-0.1, 0.3, 0.0], [0.1, 0.2, 0.1], [-0.4, -0.1, 0.0], [-0.3, 0.1, 0.0], [-0.1, -0.4, -1.6], [1.0, 1.6, 0.5], [-1.8, 0.2, 0.8], [0.3, -0.5, 0.3], [0.2, 0.2, 0.0], [-0.2, 0.0, 0.5], [-0.1, -0.2, 0.4], [0.4, -0.6, -0.6], [0.3, -0.2, -0.2], [0.3, -0.5, -1.3], [0.7, 1.2, 0.8], [-0.8, -1.0, -0.4], [0.1, 1.0, 0.4], [0.6, 0.0, 1.0], [0.2, -0.3, -0.3], [-0.6, -0.2, 0.3], [-0.5, 0.0, -0.6], [0.0, 0.0, 0.2], [0.6, -0.5, -0.6], [-0.7, 0.7, 0.7], [-0.5, -0.2, -0.3], [-0.3, 0.2, -0.4], [0.8, -0.2, 0.6], [0.1, -0.1, -0.1], [0.5, -0.6, 1.3], [-1.4, 0.1, 0.0], [0.1, -0.2, 0.1], [0.2, 0.3, -0.5], [0.1, 0.2, -0.6], [0.4, 0.0, -0.3], [0.8, 1.7, -0.6], [-0.9, -0.3, 0.6], [-0.1, 0.0, 0.9], [0.6, -0.8, -0.6], [-0.2, -0.8, -0.4], [-0.1, 0.3, 0.2]],
  "nbo_charge": [2.564, -0.899, -0.894, -0.907, -0.861, -0.629, -0.067, -0.721, 0.210, 0.223, 0.199, 0.169, 0.149, 0.467, -0.635, -0.068, -0.727, 0.207, 0.216, 0.204, 0.166, 0.164, 0.472, -0.627, -0.055, -0.747, 0.191, 0.213, 0.220, 0.163, 0.158, 0.482, -0.629, -0.061, -0.733, 0.198, 0.221, 0.194, 0.161, 0.160, 0.487, -0.255, -0.734, 0.171, 0.169, 0.173, 0.476, -0.242, -0.753, 0.176, 0.161, 0.171, 0.487, -0.257, -0.736, 0.180, 0.157, 0.183, 0.471],
  "total_charge": -1,
  "e_tot_ha": -1728.19079,
  "lumo_energy_ev": 2.437,
  "homo_ev": -6.12,
  "e_above_lowest_kcal_mol": 53.1
}

{
  "formula": "CH3Br2ClOSi",
  "method": "ωB97M-V/def2-TZVPD",
  "elements": ["C", "O", "Si", "Cl", "Br", "Br", "H", "H", "H"],
  "positions_angstrom": [[0.15566, -0.15466, 0.26771], [0.19978, -1.22088, 1.21861], [1.66894, -2.45523, 1.10508], [3.35405, -1.57829, 0.59572], [1.31689, -3.26929, 3.05818], [1.15387, -3.95509, -0.49500], [-0.68514, 0.46582, 0.61191], [-0.18296, -0.80360, -0.68426], [1.14127, 0.39674, 0.14754]],
  "atomic_forces_ev_per_a": [[-0.6, -2.4, -1.7], [4.1, -2.2, 0.3], [-5.2, 1.9, -0.5], [0.9, 0.5, 0.0], [0.5, -0.4, 0.5], [0.3, 0.6, 0.6], [0.5, 0.2, -0.4], [0.9, 2.5, 1.2], [-1.3, -0.5, 0.0]],
  "nbo_charge": [-0.266, -0.857, 1.375, -0.307, -0.217, -0.276, 0.198, 0.173, 0.177],
  "total_charge": 0,
  "e_tot_ha": -6012.98833,
  "lumo_energy_ev": 0.117,
  "homo_ev": -10.07,
  "e_above_lowest_kcal_mol": 35.2
}

{
  "formula": "C10H18F15N4O18S4Y",
  "method": "ωB97M-V/def2-TZVPD",
  "elements": ["Y", "C", "F", "F", "F", "S", "O", "O", "O", "C", "F", "F", "F", "S", "O", "O", "O", "C", "F", "F", "F", "S", "O", "O", "O", "C", "F", "F", "F", "S", "O", "O", "O", "C", "O", "O", "C", "F", "F", "F", "C", "C", "H", "H", "H", "H", "H", "H", "O", "H", "H", "O", "H", "H", "C", "O", "N", "N", "H", "H", "H", "H", "C", "O", "N", "N", "H", "H", "H", "H"],
  "positions_angstrom": [[13.75789, -29.35223, -3.39780], [17.09305, -26.66681, -9.12525], [15.83948, -26.91845, -9.64050], [18.05697, -26.82061, -10.08031], [17.07513, -25.48802, -8.53365], [17.52875, -27.87190, -7.70694], [18.11734, -29.04509, -8.32507], [18.52422, -27.19333, -6.84048], [16.24694, -28.14779, -6.99965], [6.85693, -30.98866, -2.19341], [6.63473, -29.70871, -2.41293], [7.34898, -31.22283, -1.01676], [5.72335, -31.65477, -2.24751], [7.92336, -31.71093, -3.65689], [9.27109, -31.11654, -3.46626], [7.95041, -33.18013, -3.50354], [7.16903, -31.26367, -4.85552], [14.64545, -34.95778, -8.54395], [15.52588, -35.50877, -7.75646], [15.24782, -33.97717, -9.27720], [14.18316, -35.91005, -9.41157], [13.21582, -34.12784, -7.58042], [12.42178, -33.51809, -8.62658], [12.52593, -35.14731, -6.77311], [13.76930, -33.11255, -6.66514], [12.36502, -34.10973, 1.87397], [13.13286, -33.27336, 2.55100], [12.55516, -35.22736, 2.56477], [11.13393, -33.72693, 1.88241], [12.95147, -34.39654, 0.03806], [13.21803, -32.99680, -0.44651], [14.19933, -35.21351, 0.17282], [11.84123, -35.08541, -0.60152], [9.58500, -26.16099, 0.98180], [8.37208, -25.55892, 0.43587], [10.17142, -26.83737, -0.10316], [10.32413, -25.04878, 1.73148], [10.06204, -24.93850, 3.05523], [11.63713, -25.14623, 1.71640], [10.17630, -23.80559, 1.15089], [7.22010, -25.47982, 1.36252], [6.03445, -24.83825, 0.73962], [5.65370, -25.48652, -0.04960], [5.26704, -24.60701, 1.47834], [6.32638, -24.00548, 0.09979], [7.38220, -24.81295, 2.20935], [6.92551, -26.47116, 1.70687], [9.37241, -26.96514, 1.68625], [11.26729, -27.19459, -5.61388], [10.64531, -26.58820, -5.21183], [10.84595, -27.46455, -6.42987], [15.13010, -25.51059, -3.28165], [14.63405, -24.83461, -3.74341], [15.89214, -25.05069, -2.92953], [19.23395, -32.80155, -3.98966], [18.12278, -32.32910, -3.93686], [20.26327, -32.12089, -3.57046], [19.59431, -34.01616, -4.35993], [20.13147, -31.15767, -3.29671], [21.18377, -32.53649, -3.57690], [18.78147, -34.51645, -4.69027], [20.54444, -34.22919, -4.62817], [17.45820, -28.94696, 1.28420], [16.80214, -29.04245, 0.23141], [17.92220, -27.83667, 1.73214], [17.82709, -29.93980, 1.97491], [17.79732, -26.96921, 1.23013], [18.17542, -27.88367, 2.70876], [17.56604, -30.85138, 1.62713], [18.26370, -29.76893, 2.86948]],
  "atomic_forces_ev_per_a": [[-0.4, -0.5, -0.3], [-0.2, -2.6, 1.3], [1.8, 0.5, 0.1], [-1.4, 1.1, 0.6], [0.1, 1.0, -1.1], [0.8, -1.7, 2.5], [-0.7, 0.6, -0.6], [-1.5, 0.3, -1.4], [0.8, 0.9, -0.9], [1.2, -1.8, -3.0], [-0.1, 0.9, 0.4], [1.0, 0.5, 1.5], [-1.7, -0.2, -0.1], [0.4, -1.0, -1.0], [-1.3, 0.1, -0.1], [-0.4, 2.1, 0.3], [1.1, -0.1, 1.9], [-1.5, 1.2, -0.8], [0.7, -0.5, 0.5], [-0.2, -0.9, 0.4], [0.4, 0.8, 0.7], [-2.0, 0.5, 2.1], [0.5, -0.5, -0.4], [1.2, 0.2, -1.6], [0.9, -0.5, -0.9], [2.5, -1.2, -2.0], [0.4, 2.0, 0.1], [-1.0, -1.6, 0.2], [-1.7, 0.5, 0.5], [2.0, 0.2, -0.6], [-0.5, -1.7, 0.8], [-2.2, 1.6, 0.1], [0.6, 0.7, 0.8], [-1.1, -1.6, -3.4], [-1.1, -0.1, 1.9], [0.1, 2.1, 2.3], [1.5, 2.2, -0.5], [-1.2, -0.1, -0.3], [1.7, -1.4, -0.3], [-1.2, -0.6, 0.5], [1.1, 0.2, 0.0], [-0.2, -0.4, -2.3], [-0.6, -0.4, 0.3], [0.1, 0.1, -0.2], [0.1, 0.7, 0.7], [1.0, -0.3, 0.4], [0.4, -0.2, 0.1], [-0.4, -0.1, 0.7], [0.6, -0.1, 0.4], [-0.2, 0.1, 0.2], [-0.1, -0.3, -0.3], [-0.3, -0.5, 0.1], [-0.2, 0.1, -0.2], [0.3, 0.0, 0.1], [-0.9, 1.0, 0.5], [-1.5, -0.2, -0.3], [3.4, 2.6, 1.3], [-1.0, -2.7, -1.0], [0.2, -0.3, -0.1], [-0.2, 0.5, 0.2], [0.6, -0.6, -0.3], [-0.6, -0.1, -0.1], [-2.9, 0.5, -5.5], [0.1, 0.1, 0.1], [1.4, 4.5, 1.9], [1.0, -5.0, 2.9], [-0.2, -0.3, 0.4], [0.2, 1.1, -0.3], [0.0, 0.0, 0.6], [0.0, -0.9, -0.3]],
  "nbo_charge": [2.091, 0.726, -0.331, -0.321, -0.316, 2.267, -0.975, -0.999, -1.041, 0.735, -0.324, -0.312, -0.333, 2.244, -0.987, -0.924, -0.965, 0.724, -0.310, -0.332, -0.337, 2.274, -0.948, -0.919, -0.956, 0.722, -0.342, -0.341, -0.307, 2.257, -1.032, -0.982, -0.947, 0.238, -0.530, -0.550, 0.927, -0.336, -0.324, -0.345, -0.074, -0.631, 0.211, 0.208, 0.218, 0.161, 0.174, 0.184, -0.972, 0.485, 0.494, -0.963, 0.482, 0.484, 0.755, -0.670, -0.826, -0.841, 0.406, 0.370, 0.418, 0.386, 0.743, -0.728, -0.811, -0.797, 0.413, 0.372, 0.430, 0.378],
  "total_charge": -2,
  "e_tot_ha": -5093.94130,
  "lumo_energy_ev": -2.419,
  "homo_ev": -4.56
}